A molecular structure, C26H17IrN5O4, computed with the ωB97M-V functional and the def2-TZVPD basis.

Output
E   -1679.6234 hartree
Kohn-Sham gap (spin up / spin down)   5.142 / 5.764 eV
Multiplicity   5
Net charge   +1

Structure (XYZ):
```
53
Properties=species:S:1:pos:R:3:forces:R:3:lowdin_spin:R:1
Ir -0.45907 0.55501 0.02345 0.0860 0.2586 -0.2118 1.53
O -0.37473 -0.88286 -1.27963 -0.1990 -0.3631 -0.0035 0.25
C 0.33629 -1.64376 -2.07554 -0.1024 0.1488 -0.2983 0.04
C -0.15137 -1.91861 -3.37374 0.2141 0.0458 0.1597 0.02
C 0.61832 -2.63727 -4.25920 -0.2670 0.2187 0.2563 0.00
C 1.88081 -3.11568 -3.89319 0.1440 -0.0055 0.1536 0.04
C 2.35647 -2.89457 -2.62903 -0.1351 0.0418 0.0278 -0.01
C 1.59582 -2.16423 -1.69092 -0.0005 -0.2180 -0.2781 0.06
C 2.02503 -2.08409 -0.34412 0.4420 -0.4964 0.0385 0.04
N 1.33695 -1.47323 0.53615 -0.3357 0.9671 0.2641 0.43
N 1.33096 -1.53553 1.82143 0.3105 -0.9967 -0.0450 0.33
C 0.30255 -1.01415 2.44621 0.4851 -0.0447 0.4605 0.04
O -0.61635 -0.39212 1.83326 -0.8547 0.6865 -0.5174 0.09
C 0.22507 -1.20601 3.90366 0.0610 -0.1077 0.0393 0.00
C -0.12172 -0.14303 4.73097 -0.0212 -0.1756 0.0196 0.00
C -0.18199 -0.33143 6.09805 -0.0033 -0.0011 -0.0293 0.00
C 0.08148 -1.58008 6.63876 0.0168 -0.0496 -0.0081 0.00
C 0.42350 -2.64275 5.81863 0.0048 0.0394 -0.1509 0.00
C 0.50738 -2.45837 4.44728 -0.0255 0.3180 0.2048 0.00
H -1.12307 -1.53111 -3.63898 -0.0706 0.0170 -0.0547 0.00
H 0.24940 -2.83095 -5.25253 -0.1039 -0.0199 -0.1428 0.00
H 2.46771 -3.66795 -4.60427 0.1361 -0.1167 -0.1270 0.00
H 3.31593 -3.29160 -2.33349 0.0973 -0.0215 0.0697 0.00
H 2.90190 -2.63977 -0.00852 0.1139 0.1495 -0.0933 0.02
H -0.31041 0.82867 4.31201 -0.0347 0.2037 -0.0825 0.00
H -0.43208 0.49332 6.74400 -0.0375 0.1276 0.0946 0.00
H 0.02369 -1.72441 7.70493 -0.0103 -0.0183 0.1574 0.00
H 0.62633 -3.61300 6.24348 0.0187 -0.0935 0.0389 0.00
H 0.77571 -3.27321 3.80303 0.0739 -0.2317 -0.2026 0.00
O -0.69439 7.86892 -1.66385 -0.0185 1.0123 0.1753 0.01
N -0.38618 6.84074 -2.19647 -0.4065 -0.8975 0.3072 0.00
O -0.04912 6.70937 -3.34388 0.3143 0.4950 -0.7746 0.00
C -0.49659 5.60825 -1.38743 0.3313 -0.0682 -0.7042 0.01
C -0.90304 5.79468 -0.13508 -0.2032 -0.2418 0.9241 -0.02
C -1.06989 4.67309 0.74428 0.1749 -0.1188 -0.7199 0.05
C -1.52792 4.75787 2.02771 -0.1643 0.1061 0.5827 0.08
C -1.71535 3.59655 2.78521 0.1408 -0.3826 -0.2304 0.09
C -1.41198 2.37366 2.21761 -0.6895 -0.0077 1.4714 0.05
N -0.94685 2.24170 0.99068 0.6308 0.0667 -1.2432 0.12
C -0.77335 3.39293 0.20880 -0.3824 -0.0777 1.1786 0.11
C -0.33954 3.20947 -1.06390 0.3584 -0.4265 -1.0996 0.09
N -0.06877 1.88713 -1.43433 0.1835 0.3941 -0.5832 0.17
C 0.38919 1.67102 -2.71907 -0.2056 0.1175 0.7817 0.08
C 0.54055 2.69450 -3.59917 -0.0779 0.3982 0.0912 0.08
C 0.25092 4.04381 -3.23506 0.3126 -0.5018 -0.8302 0.12
C -0.17757 4.31053 -1.96467 -0.1240 -0.0702 0.4844 0.04
H -1.11124 6.80124 0.19890 -0.0284 -0.0593 0.0945 0.00
H -1.74718 5.72709 2.44556 -0.0787 0.1400 0.0974 0.00
H -2.09606 3.62693 3.78888 -0.0760 0.0385 0.1600 0.00
H -1.57738 1.44406 2.75974 0.0501 0.2836 -0.1297 0.00
H 0.63510 0.65500 -2.99232 -0.0757 0.0498 0.0667 0.00
H 0.90275 2.47650 -4.59008 0.0263 -0.0205 -0.0895 0.00
H 0.37550 4.84647 -3.95638 0.0047 -0.4916 0.2498 0.00
```
Forces are in eV/Å.